P | Entry from the OMol25 dataset: 2 unconnected molecules or ions with the total composition C9H14 (ωB97M-V/def2-TZVPD).

Results
Highest occupied orbital energy = -8.90 eV
SMILES string = Cc1ccccc1.CC
Molecular weight = 122.2 g/mol

```
! RIJCOSX wB97M-V def2-TZVPD def2/J DEFGRID3
* xyz 0 1
C 0.784 -2.379 -0.680
C 0.144 -1.094 -1.140
C 0.941 -0.091 -1.676
C 0.409 1.178 -1.908
C -0.875 1.428 -1.470
C -1.698 0.396 -0.968
C -1.238 -0.904 -0.922
H 0.244 -3.255 -1.033
H 0.851 -2.394 0.410
H 1.822 -2.485 -1.001
H 1.832 -0.471 -2.163
H 0.905 1.931 -2.502
H -1.253 2.432 -1.329
H -2.706 0.623 -0.661
H -1.910 -1.672 -0.564
C 0.283 0.090 2.290
C 0.175 1.578 2.140
H -0.499 -0.537 1.866
H 1.157 -0.255 1.723
H 0.307 -0.191 3.346
H 0.950 2.236 2.518
H -0.724 1.972 2.639
H 0.098 1.865 1.086
*
```

***

Q | Entry from the OMol25 dataset: 2 unconnected molecules or ions with the total composition C9H14 (ωB97M-V/def2-TZVPD).

Results
Highest occupied orbital energy = -9.08 eV
SMILES string = Cc1ccccc1.CC
Molecular weight = 122.2 g/mol

```
! RIJCOSX wB97M-V def2-TZVPD def2/J DEFGRID3
* xyz 0 1
C -2.062 1.402 0.117
C -0.588 1.200 0.009
C -0.032 0.460 -1.020
C 1.345 0.337 -1.192
C 2.184 0.904 -0.250
C 1.650 1.615 0.821
C 0.280 1.758 0.945
H -2.347 2.449 0.181
H -2.490 0.950 1.014
H -2.598 0.882 -0.681
H -0.680 0.007 -1.765
H 1.754 -0.297 -1.975
H 3.256 0.770 -0.325
H 2.315 2.103 1.521
H -0.121 2.352 1.755
C -1.353 -3.380 -0.314
C -0.438 -2.715 0.752
H -2.355 -3.482 0.107
H -1.406 -2.787 -1.227
H -0.959 -4.366 -0.564
H 0.403 -3.340 1.044
H -1.035 -2.502 1.646
H -0.102 -1.722 0.447
*
```

***

R | Entry from the OMol25 dataset: 2 unconnected molecules or ions with the total composition C9H14 (ωB97M-V/def2-TZVPD).

Results
Highest occupied orbital energy = -8.56 eV
SMILES string = Cc1ccccc1.CC
Molecular weight = 122.2 g/mol

```
! RIJCOSX wB97M-V def2-TZVPD def2/J DEFGRID3
* xyz 0 1
C 0.765 -1.351 -2.716
C -0.003 -0.331 -1.911
C -0.785 0.649 -2.537
C -1.567 1.543 -1.833
C -1.341 1.542 -0.453
C -0.297 0.768 0.165
C 0.366 -0.166 -0.504
H 1.544 -1.836 -2.076
H 1.067 -0.719 -3.482
H 0.177 -2.068 -3.306
H -0.984 0.747 -3.734
H -2.267 2.334 -2.272
H -2.127 1.934 -0.011
H -0.112 0.628 1.234
H 1.135 -0.875 -0.037
C 0.513 -0.879 4.641
C 1.530 -0.919 3.375
H 0.853 0.003 5.122
H -0.584 -1.013 4.680
H 0.862 -1.730 5.381
H 1.971 0.150 3.208
H 2.481 -1.520 3.357
H 0.903 -1.167 2.576
*
```

***

S | Entry from the OMol25 dataset: 2 unconnected molecules or ions with the total composition C9H14 (ωB97M-V/def2-TZVPD).

Results
Highest occupied orbital energy = -8.95 eV
SMILES string = Cc1ccccc1.CC
Molecular weight = 122.2 g/mol

```
! RIJCOSX wB97M-V def2-TZVPD def2/J DEFGRID3
* xyz 0 1
C 0.739 -2.310 -0.804
C 1.065 -1.387 0.273
C -0.012 -0.620 0.708
C 0.121 0.338 1.766
C 1.215 0.138 2.584
C 2.269 -0.747 2.245
C 2.138 -1.553 1.150
H 1.217 -1.790 -1.725
H -0.395 -2.444 -1.013
H 1.043 -3.363 -0.454
H -0.982 -0.543 0.176
H -0.647 1.155 2.001
H 1.285 0.712 3.583
H 3.031 -0.775 2.991
H 2.929 -2.258 0.881
C -2.468 2.288 -1.521
C -1.307 1.613 -2.139
H -3.238 2.656 -2.178
H -2.976 1.522 -0.825
H -2.141 3.097 -0.764
H -1.588 0.988 -2.999
H -0.718 1.041 -1.374
H -0.580 2.243 -2.562
*
```

***

Q ends up most stable, edging out the next structure by 40.6 kJ/mol.